# 1
The following is a quantum chemistry calculation of a molecular structure, C14H18Cl2N2O7, from the OMol25 dataset.

```
! wB97M-V def2-TZVPD RIJCOSX def2/J DEFGRID3
* xyz 0 1
H 3.198 2.062 -1.851
H -2.424 -2.661 1.637
C -4.248 1.053 1.411
H -0.456 1.011 -0.880
H 3.189 -0.560 -1.297
O 4.853 0.407 -0.842
H 1.383 3.568 -0.512
C -5.387 1.206 0.574
C 2.895 1.016 -0.160
C 2.387 2.002 -1.155
C -3.619 -0.191 1.044
H 1.310 0.556 -2.131
C 2.408 -1.987 0.805
N 0.311 -1.994 0.682
H -2.657 -0.464 1.956
C -5.802 0.417 -0.419
O -1.086 -0.689 -0.447
H 3.570 2.864 0.412
C -0.869 -1.683 0.153
C -2.276 -2.630 0.627
H 2.481 -2.927 1.522
H 0.903 1.992 -2.732
Cl -5.529 -1.754 -2.062
H 1.972 1.123 0.291
O 3.790 2.036 0.785
H 3.826 -0.459 1.565
Cl -6.247 2.844 0.884
O -3.345 -2.267 -0.065
H 0.232 -2.791 1.216
H 5.305 -1.581 -0.169
C 3.643 -0.137 -0.457
H -4.083 1.809 2.272
C 1.174 1.357 -1.818
N 1.346 -1.419 0.463
O 4.601 -2.145 0.725
H -2.122 -3.535 0.401
H -6.615 0.749 -0.779
C 3.611 -1.161 0.800
O 2.186 3.472 -0.725
C -3.955 -0.924 0.104
O 0.079 1.865 -0.835
H 5.095 1.041 -0.396
C -5.029 -0.487 -0.598
*
```

The LUMO energy comes out at -0.08 eV. Its gap between HOMO and LUMO is 0.346 Eh. The value obtained for the largest force on an atom is 19.6 eV/A. The value obtained for the energy relative to the best compared isomer or geometry (same formula, charge and spin) is 349.33 kcal/mol. The total energy comes out at -57151.4362 eV. For the HOMO energy, the calculation gives -9.51 eV.


# 2
The following is a quantum chemistry calculation of 3 unconnected molecules or ions with the total composition C16H22BF17O12P2S2, from the OMol25 dataset.

```
! wB97M-V def2-TZVPD RIJCOSX def2/J DEFGRID3
* xyz 0 1
F -6.810 -1.422 1.477
C 2.003 4.224 -2.108
F -10.704 -1.050 2.997
H 4.767 5.010 -1.937
S 5.126 2.614 1.280
O 3.941 0.032 -1.949
C -6.176 -3.242 2.875
S 4.116 1.338 -2.442
F -9.324 -2.457 2.067
F -5.607 -3.024 0.603
H -8.112 -3.628 4.709
H 5.429 3.891 -3.099
H 6.990 6.548 -3.679
F -1.587 -5.334 -1.434
C 5.668 3.258 -1.078
F 1.597 -2.143 -0.139
H 2.055 0.439 -0.276
H -1.840 -2.013 -2.863
C 1.580 2.482 0.254
C -2.680 -4.619 -1.115
P 2.791 3.602 -0.556
H 7.517 0.101 -1.225
C -9.859 -2.075 3.241
F -1.992 -3.922 1.053
H -3.911 -4.154 0.605
C 0.814 -2.928 -0.909
C -8.785 -1.603 4.226
C -7.715 -2.613 4.669
O 6.714 6.549 -2.754
F -7.166 -4.087 2.539
F -8.189 -0.485 3.761
H 0.363 0.739 0.012
H 2.731 4.161 -2.913
O 6.152 1.840 1.855
F -1.040 -1.613 -0.245
H 1.135 3.638 -2.400
C 4.305 2.526 -1.028
O 4.418 1.684 0.138
C -1.459 -2.816 -2.233
H -7.495 -2.337 5.699
P 7.285 2.189 -1.236
O 8.149 2.516 0.099
F -3.737 -5.236 -1.690
H -0.988 -3.530 -2.910
F 0.481 -4.012 -0.186
C -0.423 -2.128 -1.330
H 8.427 4.076 -2.363
H 1.774 5.275 -1.965
B 6.892 5.270 -2.249
O 5.169 1.538 -3.373
F -9.464 -1.256 5.359
H 0.667 3.075 0.321
C -2.948 -4.610 0.393
F -5.072 -3.996 3.095
H 1.387 -3.239 -1.786
H 1.960 2.305 1.256
C -5.820 -2.290 1.728
C 5.609 4.341 -2.122
O 5.659 3.785 0.299
F 0.060 -1.073 -2.054
O 6.743 0.670 -1.108
O -2.628 -3.348 -1.634
O 4.189 3.159 2.181
F 2.803 1.790 -3.131
O 8.160 4.877 -1.884
C 1.260 1.157 -0.446
H 1.034 1.300 -1.499
F -2.939 -5.881 0.858
H -4.915 -1.728 1.966
H -10.431 -2.905 3.665
O -6.444 -2.569 4.036
H 8.311 3.472 0.125
*
```

The LUMO energy comes out at 0.14 eV. Its gap between HOMO and LUMO is 0.323 Eh. As for the SMILES: CCP(C)[C@]1(S(=O)(=O)F)OS(=O)(=O)O[C@@]1(CB(O)O)P(O)O.FC(F)C(F)(F)COC(F)(F)C(F)F.FC(F)C(F)(F)COC(F)(F)C(F)F. The value obtained for the largest force on an atom is 2.6 eV/A. The value obtained for the energy relative to the best compared isomer or geometry (same formula, charge and spin) is 13.83 kcal/mol. The total energy comes out at -128641.2864 eV. For the HOMO energy, the calculation gives -8.64 eV.


# 3
The following is a quantum chemistry calculation of C3H5ClN2S in the gas phase, from the OMol25 dataset.

```
! wB97M-V def2-TZVPD RIJCOSX def2/J DEFGRID3
* xyz 0 1
H 1.010 3.580 -1.146
N 0.512 2.832 -0.775
C 0.758 0.541 0.221
C -0.794 -1.324 0.868
S 0.812 1.377 -1.219
C -0.358 -1.346 -0.587
H -0.946 -0.737 -1.309
Cl -0.474 -2.424 2.113
H -0.239 -2.333 -0.913
H 0.808 1.183 1.099
N 0.492 -0.763 0.370
H -1.580 -0.585 1.279
*
```

The LUMO energy comes out at 0.00 eV. Its gap between HOMO and LUMO is 0.290 Eh. The value obtained for the largest force on an atom is 3.8 eV/A. The value obtained for the energy relative to the best compared isomer or geometry (same formula, charge and spin) is 81.61 kcal/mol. The total energy comes out at -29525.6884 eV. For the HOMO energy, the calculation gives -7.90 eV.